(1)
{"formula": "C18H35BaF5NO8Te", "method": "the ωB97M-V functional and the def2-TZVPD basis", "symbols": ["Ba", "C", "C", "O", "C", "C", "O", "C", "C", "O", "C", "C", "O", "C", "C", "O", "C", "C", "O", "H", "H", "H", "H", "H", "H", "H", "H", "H", "H", "H", "H", "H", "H", "H", "H", "H", "H", "H", "H", "H", "H", "H", "H", "F", "Te", "F", "F", "F", "F", "O", "O", "C", "C", "C", "C", "C", "C", "N", "H", "H", "H", "H", "H", "H", "H", "H", "H", "H", "H"], "xyz": [[-0.60701, 0.03771, 0.18035], [1.72601, -1.10485, 2.73057], [1.52114, -2.35802, 1.89953], [1.25099, -2.09386, 0.52156], [2.33664, -2.21269, -0.38933], [3.18803, -0.96041, -0.43884], [2.39160, 0.19519, -0.66454], [2.52387, 0.80573, -1.93908], [1.67473, 0.12756, -2.99806], [0.31163, 0.02876, -2.59806], [-0.56289, 1.01494, -3.14090], [-0.32271, 2.41833, -2.60895], [-0.25212, 2.35297, -1.19631], [0.17322, 3.53643, -0.53027], [0.11352, 3.32094, 0.96590], [0.91394, 2.18080, 1.29225], [1.26387, 2.01798, 2.66606], [0.47790, 0.90430, 3.34410], [0.54041, -0.33356, 2.63204], [2.59187, -0.52921, 2.38887], [1.89896, -1.40029, 3.77148], [0.64915, -2.89161, 2.28067], [2.39269, -3.01027, 2.00060], [1.87883, -2.40155, -1.36112], [2.95835, -3.07605, -0.13181], [3.95323, -1.07276, -1.21324], [3.70613, -0.81667, 0.51172], [3.57132, 0.80904, -2.25883], [2.21200, 1.83973, -1.79982], [2.02487, -0.89167, -3.17386], [1.76147, 0.67242, -3.94352], [-1.56895, 0.67714, -2.88232], [-0.48125, 1.03680, -4.23205], [-1.15304, 3.05971, -2.92311], [0.60264, 2.85602, -3.00366], [-0.47581, 4.37483, -0.80040], [1.19803, 3.77407, -0.84010], [-0.91696, 3.16927, 1.29989], [0.52306, 4.21742, 1.44087], [1.09543, 2.94431, 3.22150], [2.33507, 1.80564, 2.69030], [-0.58320, 1.15218, 3.38284], [0.84984, 0.77188, 4.36486], [-3.68398, 1.31712, -0.61452], [-3.98599, 0.80550, 1.19871], [-4.63926, 0.64985, 2.92820], [-3.44731, -0.99975, 1.46021], [-5.50804, 0.03147, 0.48769], [-4.81571, 2.46581, 1.27212], [-2.29686, 1.28709, 1.57647], [-2.74574, -1.09872, -1.02600], [-3.46368, -1.77662, -1.77469], [-3.13335, -3.20970, -2.12183], [-4.19500, -4.25016, -1.67123], [-5.42987, -3.65445, -0.99237], [-6.36585, -2.92979, -1.96223], [-5.60324, -2.05320, -2.95386], [-4.57889, -1.25394, -2.29479], [-2.17390, -3.41786, -1.65307], [-2.97988, -3.25773, -3.20288], [-3.71720, -4.94201, -0.97848], [-4.50856, -4.84691, -2.53053], [-5.11521, -2.97123, -0.19755], [-5.98358, -4.45191, -0.49576], [-7.07081, -2.31808, -1.39608], [-6.95486, -3.65272, -2.53194], [-6.27598, -1.37391, -3.47354], [-5.12449, -2.66768, -3.71825], [-4.80867, -0.32378, -1.97078]], "lowdin_charge": [2.147, -0.171, -0.153, -0.258, -0.163, -0.162, -0.184, -0.162, -0.155, -0.232, -0.170, -0.171, -0.305, -0.156, -0.175, -0.242, -0.155, -0.159, -0.285, 0.122, 0.145, 0.142, 0.140, 0.129, 0.139, 0.140, 0.127, 0.140, 0.114, 0.130, 0.141, 0.121, 0.141, 0.147, 0.133, 0.146, 0.137, 0.116, 0.142, 0.139, 0.132, 0.120, 0.143, -0.403, 1.770, -0.353, -0.405, -0.336, -0.356, -0.792, -0.207, -0.480, -0.080, -0.165, -0.190, -0.168, -0.156, 0.104, 0.114, 0.123, 0.110, 0.115, 0.110, 0.116, 0.115, 0.117, 0.126, 0.119, 0.134], "e_tot_ev": -58676.116, "charge": 1, "largest_force_ev_per_a": 0.9, "de_lowest_kcal_mol": 23.62, "homo_ev": -12.240}


(2)
{"formula": "C18H35BeFNO2", "method": "the ωB97M-V functional and the def2-TZVPD basis", "symbols": ["C", "C", "F", "C", "C", "O", "C", "C", "C", "C", "C", "C", "C", "C", "C", "C", "N", "O", "C", "C", "C", "C", "H", "H", "H", "H", "H", "H", "H", "H", "H", "H", "H", "H", "H", "H", "H", "H", "H", "H", "H", "H", "H", "H", "H", "H", "H", "H", "H", "H", "H", "H", "H", "H", "H", "H", "H", "Be"], "xyz": [[0.60918, 4.32053, 1.22940], [-0.09272, 3.00939, 0.86923], [-1.40101, 3.07185, 1.31985], [0.53314, 1.77222, 1.52304], [0.77042, 0.54066, 0.59469], [-0.35606, 0.34653, -0.20531], [-1.58454, -0.10192, 0.41517], [-2.83344, 0.50602, -0.26548], [-2.51600, 1.33769, -1.51750], [-3.87847, -0.59296, -0.53432], [-4.19946, -1.40604, 0.73421], [-3.48198, -1.53060, -1.68080], [1.17282, -0.66138, 1.45950], [1.66121, -1.92528, 0.68762], [3.07904, -2.31869, 1.13221], [0.73935, -3.11654, 0.93380], [1.60021, -1.56112, -0.77420], [0.73875, -2.01780, -1.40011], [2.28935, -0.33434, -1.33097], [3.81160, -0.49806, -1.45317], [1.73011, -0.08154, -2.72999], [1.91841, 0.83309, -0.37439], [1.67181, 4.17899, 1.47934], [0.56516, 5.04752, 0.41776], [0.08752, 4.77927, 2.07977], [-0.12072, 2.87768, -0.21441], [-0.10019, 1.47477, 2.37091], [1.52605, 2.10856, 1.92030], [-1.57080, 0.15024, 1.48071], [-1.61066, -1.19198, 0.32932], [-3.28333, 1.19702, 0.45562], [-1.70031, 0.92855, -2.11347], [-3.39997, 1.37411, -2.15935], [-2.28158, 2.37113, -1.25112], [-4.81271, -0.09400, -0.81379], [-5.19827, -1.83903, 0.67600], [-3.48401, -2.22348, 0.87640], [-4.15206, -0.77340, 1.62759], [-2.76042, -2.28652, -1.34550], [-4.35756, -2.08695, -2.02314], [-3.06230, -1.00116, -2.53774], [0.37743, -0.96652, 2.14371], [2.00787, -0.31328, 2.07838], [2.97984, -2.78759, 2.11174], [3.74274, -1.46322, 1.24094], [3.52176, -3.05563, 0.45867], [1.13914, -4.02958, 0.49208], [-0.28262, -2.93851, 0.60276], [0.70848, -3.26646, 2.01624], [4.20754, 0.49515, -1.67675], [4.05966, -1.14966, -2.29064], [4.29449, -0.84447, -0.54519], [2.29264, 0.76140, -3.14020], [0.67759, 0.20115, -2.70262], [1.89374, -0.93018, -3.39320], [1.65905, 1.67895, -1.01449], [2.78957, 1.12026, 0.22490], [1.66553, 2.90519, 3.50602]], "lowdin_spin": [0.043, 0.006, 0.003, 0.097, 0.008, 0.012, 0.000, 0.000, 0.000, 0.000, 0.000, 0.000, 0.000, 0.000, 0.000, 0.000, 0.000, 0.000, 0.000, 0.000, 0.000, 0.000, 0.023, 0.004, 0.008, 0.002, 0.012, 0.089, 0.000, 0.000, 0.000, 0.000, 0.000, 0.000, 0.000, 0.000, 0.000, 0.000, 0.000, 0.000, 0.000, 0.000, 0.001, 0.000, 0.000, 0.000, 0.000, 0.000, 0.000, 0.000, 0.000, 0.000, 0.000, 0.000, 0.000, 0.000, 0.000, 0.690], "e_tot_ev": -27916.221, "charge": 2, "spin_multiplicity": 2, "largest_force_ev_per_a": 1.9, "homo_ev": [-15.727, -15.736]}


(3)
{"formula": "C18H35Br12O2", "method": "the ωB97M-V functional and the def2-TZVPD basis", "symbols": ["C", "C", "C", "C", "O", "C", "C", "O", "H", "H", "H", "H", "H", "H", "H", "H", "H", "H", "H", "Br", "C", "C", "Br", "H", "H", "H", "H", "Br", "C", "C", "Br", "H", "H", "H", "H", "Br", "C", "C", "Br", "H", "H", "H", "H", "Br", "C", "C", "Br", "H", "H", "H", "H", "Br", "C", "C", "Br", "H", "H", "H", "H", "Br", "C", "C", "Br", "H", "H", "H", "H"], "xyz": [[-0.01632, 2.05399, 1.86782], [0.28062, 0.59067, 1.50948], [1.55740, 0.49474, 0.66148], [1.62299, -0.68410, -0.27709], [1.66983, -1.93901, 0.43284], [0.43144, -2.42673, 0.72776], [0.19641, -2.67887, 2.18018], [-0.41175, -2.62776, -0.12305], [-0.51325, 2.11527, 2.84038], [-0.66232, 2.47751, 1.09526], [0.40518, 0.04816, 2.44376], [-0.55691, 0.09976, 0.99423], [1.60677, 1.40055, 0.07568], [2.40159, 0.51187, 1.33820], [0.83628, -0.67879, -1.01223], [2.54395, -0.62065, -0.84725], [0.08368, -3.73351, 2.38832], [-0.67694, -2.11977, 2.46355], [1.01411, -2.28669, 2.75805], [-2.66421, -0.39722, 0.48898], [-3.28128, -0.27972, -1.35101], [-2.15241, -0.08632, -2.32921], [-1.51281, 1.75271, -2.31001], [-3.99953, 0.53233, -1.38685], [-3.79250, -1.22283, -1.53469], [-2.50981, -0.25314, -3.34410], [-1.29644, -0.72675, -2.13503], [3.96878, -0.98188, 5.15816], [4.11057, -2.92279, 5.08511], [4.87561, -3.31752, 3.85409], [3.71626, -3.14264, 2.30488], [3.10441, -3.32882, 5.09398], [4.62829, -3.21354, 5.99699], [5.18226, -4.36160, 3.88239], [5.74464, -2.68831, 3.69379], [-4.72062, 2.62037, 2.23068], [-6.25349, 1.52590, 2.71265], [-6.20593, 0.17624, 2.04808], [-6.70806, 0.28391, 0.16968], [-7.14159, 2.09087, 2.45031], [-6.19958, 1.41716, 3.79367], [-6.93360, -0.49514, 2.49898], [-5.21997, -0.27828, 2.08355], [1.82982, 2.07200, -3.63975], [3.05349, 2.69035, -5.01357], [4.15127, 1.69365, -5.27007], [5.49972, 1.72979, -3.86570], [3.43316, 3.65592, -4.69466], [2.42747, 2.81003, -5.89622], [4.68356, 1.93625, -6.18727], [3.78536, 0.67417, -5.32485], [2.04192, 1.21508, -8.06574], [0.93280, -0.23756, -7.39140], [-0.53150, 0.03090, -7.60718], [-1.21176, 1.33079, -6.33083], [1.18380, -0.36028, -6.34196], [1.24805, -1.11851, -7.94608], [-1.10952, -0.87410, -7.43421], [-0.74621, 0.41440, -8.59891], [-1.74123, -0.57573, 3.85048], [-1.66874, 1.11840, 4.79978], [-0.24775, 1.59634, 4.89586], [0.75262, 0.59978, 6.24156], [-2.13697, 0.96702, 5.76678], [-2.26644, 1.81080, 4.20963], [-0.20556, 2.63511, 5.21336], [0.29089, 1.48578, 3.95850]], "lowdin_charge": [-0.204, -0.437, -0.191, -0.180, -0.106, -0.541, -0.046, 0.048, -0.090, -0.049, 0.026, -0.063, 0.085, 0.102, 0.095, 0.112, 0.090, -0.052, 0.040, 0.758, -0.666, -0.660, 0.593, 0.016, 0.055, 0.044, 0.041, 0.600, -0.700, -0.703, 0.734, 0.049, 0.051, 0.050, 0.043, 0.630, -0.698, -0.690, 0.613, 0.042, 0.054, 0.054, 0.008, 0.602, -0.726, -0.746, 0.605, 0.050, -0.016, 0.043, 0.034, 0.675, -0.666, -0.695, 0.619, 0.051, 0.057, 0.057, 0.046, 0.730, -0.648, -0.704, 0.548, 0.041, 0.030, 0.066, -0.013], "e_tot_ev": -863837.309, "charge": -1, "largest_force_ev_per_a": 1.3, "homo_ev": -1.483}